# C2H5N2O2

A molecular structure, C2H5N2O2 (ωB97M-V with the def2-TZVPD basis set, OMol25).

The value obtained for the LUMO energy is -4.67 eV. As for the charge: +1. Its calculated total energy is -9217.674 eV. The value obtained for the energy above the lowest of the compared OMol25 structures with the same formula, charge and spin is 430.7 kJ/mol. The value obtained for the gap between HOMO and LUMO is 0.3729 Eh.

CARTESIAN COORDINATES (ANGSTROEM)
C (0.3742, 0.1943, -1.1607)
C (-0.6541, 0.0162, 1.3930)
N (0.3047, 1.2739, -0.2968)
N (0.3824, -1.0717, -0.7590)
O (0.1544, 1.0342, 1.0685)
O (0.2572, -1.4118, 0.4964)
H (0.2532, 0.2277, -2.2395)
H (-0.4818, -0.4772, 2.3048)
H (-1.4555, -0.0953, 0.7789)
H (0.8064, 2.1507, -0.2808)
H (0.0588, -1.8412, -1.3049)

From a Mulliken analysis of the wavefunction, the atomic charges in e read: 0.021, -0.155, -0.106, 0.094, -0.140, -0.444, 0.397, 0.289, 0.460, 0.301, 0.284